The following is a quantum chemistry calculation of a 14-piece molecular cluster, C78H185N11O14 overall in a non-equilibrium geometry, from the Open Molecules 2025 dataset.

Each atom is followed by the atoms it is bonded to, with distances in Å.
Cartesian coordinates (Å):
1 C 4.77 0.28 5.21  C66 1.522, C121 1.529, C166 1.578, N234 1.467
2 N 8.58 1.24 0.10  C51 1.463, H91 1.005, H259 1.004
3 H 1.31 -3.20 -2.90  C80 1.074
4 C -1.10 2.21 -6.45  H28 1.105, C131 1.532, H167 1.082, H271 1.101
5 H -4.16 2.56 -2.90  C224 1.099
6 H 0.54 -7.16 -1.80  C21 1.082
7 C 2.72 -0.12 6.66  H84 1.100, C166 1.527, C173 1.503, H248 1.073
8 H 4.64 -0.25 -6.78  O158 0.957
9 C 3.32 2.21 5.88  C27 1.513, C135 1.604, C173 1.558, N234 1.488
10 O 5.30 2.45 4.66  H105 0.958, N234 1.395
11 H 4.13 -4.54 2.63  N238 1.003
12 C -0.07 -0.81 0.26  C30 1.509, H82 1.146, C228 1.505, H266 1.079
13 H -9.06 2.50 -0.36  C270 1.087
14 C 2.02 -1.51 -4.66  H17 1.058, C43 1.526, O113 1.420, H240 1.112
15 H -2.44 -3.21 0.22  C195 1.111
16 O 0.73 2.67 -0.80  H126 0.958, N201 1.445
17 H 1.27 -1.20 -3.98  C14 1.058
18 H -7.08 -1.61 -0.09  C182 1.087
19 C -4.22 5.43 6.42  H86 1.109, C118 1.493, H145 1.116, C242 1.515
20 C -3.78 -0.97 2.58  H34 1.093, H155 1.153, H200 1.110, C285 1.509
21 C 0.00 -6.24 -2.01  H6 1.082, H62 1.086, H225 1.112, O280 1.455
22 H 4.77 6.45 -4.34  C49 1.102
23 H 2.08 -1.00 -1.53  C187 1.097
24 H -2.04 -4.76 -4.42  C207 1.109
25 C -0.88 -1.13 5.95  C33 1.572, H36 1.093, H79 1.063, O217 1.404
26 H 5.03 2.80 -4.93  C140 1.107
27 C 4.01 2.60 7.17  C9 1.513, H125 1.126, H146 1.116, H163 1.077
28 H -0.95 3.19 -6.95  C4 1.105
29 H -2.42 0.48 0.21  C76 1.128
30 C 1.35 -1.28 0.47  C12 1.509, H103 1.074, C187 1.528, H196 1.081
31 H -1.81 2.03 -0.45  C76 1.083
32 H -4.93 -1.22 5.18  C197 1.096
33 C -0.97 -2.33 4.94  C25 1.572, H247 1.079, N250 1.510, C281 1.514
34 H -3.32 -0.47 3.44  C20 1.093
35 H 0.40 0.97 2.22  C268 1.103
36 H 0.10 -0.66 5.89  C25 1.093
37 H 6.61 1.72 -6.18  C88 1.068
38 H 0.17 0.99 -3.48  N241 1.057
39 H 3.25 6.30 -2.04  C168 1.122
40 H 5.70 -6.89 0.31  C81 1.137
41 H -4.71 -0.01 -3.26  O65 0.971
42 H -1.46 4.67 3.38  C263 1.087
43 C 1.68 -0.93 -6.03  C14 1.526, C114 1.514, H218 1.099, N237 1.493
44 H 7.11 -0.25 -4.87  C245 1.108
45 H -1.35 1.32 1.92  C268 1.111
46 C -3.04 -4.22 -6.30  C60 1.524, H175 1.103, C207 1.484, H275 1.054
47 H 0.72 5.26 -3.98  C97 1.087
48 H 4.75 -0.17 3.10  C66 1.086
49 C 5.64 6.65 -3.69  H22 1.102, H108 1.060, H215 1.073, C274 1.511
50 H -6.39 -1.89 -2.43  C64 1.074
51 C 7.11 1.31 0.13  N2 1.463, C133 1.535, C253 1.516, H284 1.109
52 H 4.28 6.55 -0.55  C168 1.103
53 C -2.89 -2.79 -4.24  N89 1.550, C102 1.546, C207 1.535, C277 1.568
54 H -7.24 -0.81 -3.60  C64 1.125
55 H -4.25 -4.16 -3.15  C277 1.120
56 H -4.30 2.89 0.00  C93 1.094
57 C 2.93 1.56 0.65  H72 1.076, H75 1.078, C141 1.550, H143 1.121
58 H -6.12 -0.76 3.88  C197 1.098
59 H 0.58 -2.36 -7.19  C114 1.098
60 C -3.15 -2.97 -7.16  C46 1.524, H71 1.053, C209 1.590, H227 1.139
61 H -1.32 2.42 6.27  C99 1.127
62 H 0.68 -5.43 -1.77  C21 1.086
63 H 6.49 0.93 -3.74  C245 1.117
64 C -7.20 -1.18 -2.54  H50 1.074, H54 1.125, H92 1.123, C147 1.500
65 O -4.82 0.20 -2.32  H41 0.971, N204 1.402
66 C 5.47 -0.11 3.91  C1 1.522, H48 1.086, H73 1.087, H149 1.094
67 H 1.77 3.83 5.80  C135 1.107
68 H -5.07 -3.06 -4.28  C277 1.068
69 H 5.78 -5.21 -0.50  C81 1.118
70 H -5.63 3.33 3.15  C244 1.077
71 H -3.80 -3.30 -7.92  C60 1.053
72 H 3.99 1.46 0.50  C57 1.076
73 H 6.34 0.55 3.87  C66 1.087
74 H 5.85 -6.54 -2.96  C139 1.107
75 H 2.56 1.17 1.58  C57 1.078
76 C -1.65 0.96 -0.46  H29 1.128, H31 1.083, H142 1.110, C228 1.574
77 C -1.09 3.43 -4.29  C131 1.567, O193 1.437, H194 1.091, H223 1.121
78 H -0.46 4.77 4.81  C263 1.074
79 H -1.65 -0.45 5.70  C25 1.063
80 C 2.03 -3.60 -3.59  H3 1.074, O113 1.418, H213 1.088, H278 1.112
81 C 5.12 -6.07 -0.24  H40 1.137, H69 1.118, O107 1.371, C171 1.561
82 H -0.47 -1.24 -0.72  C12 1.146
83 H -2.06 0.01 8.05  C249 1.102
84 H 3.30 -0.11 7.59  C7 1.100
85 H -5.56 1.67 3.80  C244 1.102
86 H -4.03 5.22 7.49  C19 1.109
87 C -7.13 2.82 -1.10  C132 1.549, H156 1.103, H226 1.062, C270 1.489
88 C 5.81 1.08 -5.87  H37 1.068, C140 1.504, O158 1.438, C245 1.493
89 N -2.84 -1.56 -5.18  C53 1.550, C209 1.480, O235 1.418
90 H 5.30 -1.95 0.91  C162 1.167
91 H 9.04 1.48 -0.75  N2 1.005
92 H -8.08 -1.87 -2.40  C64 1.123
93 C -4.87 1.98 -0.23  H56 1.094, C132 1.550, H169 1.141, H198 1.097
94 C -5.19 -1.66 -6.20  H109 1.109, H151 1.066, C209 1.556, H222 1.055
95 H 2.62 1.04 -2.77  C232 1.127
96 H 3.61 -3.57 -0.09  C154 1.096
97 C 0.76 4.46 -3.24  H47 1.087, H129 1.102, H192 1.078, O193 1.436
98 H -0.34 -0.03 8.35  C249 1.108
99 C -1.93 3.33 6.54  H61 1.127, H117 1.091, C137 1.473, H199 1.102
100 H -0.43 -1.63 -5.93  C114 1.073
101 H -2.42 -1.45 -2.70  C102 1.073
102 C -1.96 -2.33 -3.09  C53 1.546, H101 1.073, H210 1.063, H283 1.095
103 H 1.51 -2.34 0.44  C30 1.074
104 H 2.91 -2.14 -7.15  N237 1.021
105 H 5.25 2.67 3.73  O10 0.958
106 O -2.92 1.93 4.40  H115 0.977, N172 1.469
107 O 4.61 -6.63 -1.38  C81 1.371, C139 1.399
108 H 5.83 7.69 -3.63  C49 1.060
109 H -5.64 -1.18 -7.09  C94 1.109
110 C -8.30 0.70 -1.23  H123 1.091, C147 1.567, H214 1.057, C270 1.526
111 H 3.76 -1.72 5.68  C166 1.095
112 H -6.01 2.03 6.55  C153 1.098
113 O 2.05 -2.92 -4.84  C14 1.420, C80 1.418
114 C 0.38 -1.45 -6.62  C43 1.514, H59 1.098, H100 1.073, H152 1.112
115 H -2.99 1.93 3.43  O106 0.977
116 H 3.73 1.51 -5.22  C140 1.119
117 H -2.71 2.92 7.18  C99 1.091
118 C -2.92 5.46 5.69  C19 1.493, C137 1.588, H148 1.100, H202 1.098
119 H 4.49 2.53 -6.57  C140 1.113
120 H 3.31 -6.50 0.87  C171 1.138
121 C 5.76 0.15 6.36  C1 1.529, H174 1.090, H188 1.095, H279 1.123
122 H 0.02 2.44 1.32  C268 1.098
123 H -8.87 0.95 -2.13  C110 1.091
124 H 1.00 -3.10 5.32  C281 1.066
125 H 3.86 1.90 8.04  C27 1.126
126 H 0.15 2.74 -1.56  O16 0.958
127 H 0.63 2.44 -5.26  C131 1.100
128 H -1.43 -5.33 2.78  N179 1.035
129 H 0.97 4.98 -2.28  C97 1.102
130 H -3.49 -3.69 3.01  O276 1.002
131 C -0.43 2.24 -5.07  C4 1.532, C77 1.567, H127 1.100, N241 1.476
132 C -5.80 2.12 -1.46  C87 1.549, C93 1.550, N204 1.448, C224 1.568
133 C 6.64 2.66 -0.43  C51 1.535, H134 1.130, H183 1.109, H185 1.073
134 H 7.03 3.50 0.22  C133 1.130
135 C 2.65 3.51 5.21  C9 1.604, H67 1.107, H231 1.064, H288 1.109
136 H 6.95 -2.76 1.12  C162 1.099
137 C -2.40 4.00 5.32  C99 1.473, C118 1.588, N172 1.478, C263 1.547
138 H -3.16 -4.39 -0.95  C195 1.162
139 C 5.55 -7.28 -2.19  H74 1.107, O107 1.399, H246 1.108, H252 1.083
140 C 4.66 2.01 -5.60  H26 1.107, C88 1.504, H116 1.119, H119 1.113
141 C 2.27 0.87 -0.57  C57 1.550, C187 1.563, N201 1.480, C232 1.553
142 H -1.72 0.62 -1.52  C76 1.110
143 H 2.55 2.61 0.53  C57 1.121
144 H -4.61 1.30 5.97  C153 1.063
145 H -4.53 6.50 6.48  C19 1.116
146 H 3.58 3.51 7.65  C27 1.116
147 C -6.98 -0.10 -1.52  C64 1.500, C110 1.567, C182 1.512, N204 1.485
148 H -2.23 5.98 6.37  C118 1.100
149 H 5.75 -1.16 3.97  C66 1.094
150 O 5.14 4.61 -2.45  H262 0.939, C274 1.472
151 H -5.50 -1.19 -5.29  C94 1.066
152 H 0.01 -0.68 -7.34  C114 1.112
153 C -4.95 2.23 6.36  H112 1.098, H144 1.063, H159 1.118, C256 1.588
154 C 3.13 -4.54 0.10  H96 1.096, C171 1.505, H180 1.088, H229 1.134
155 H -4.31 -0.16 1.97  C20 1.153
156 H -7.70 3.07 -2.02  C87 1.103
157 H -6.57 0.00 0.63  C182 1.112
158 O 5.48 0.19 -6.96  H8 0.957, C88 1.438
159 H -4.37 2.50 7.27  C153 1.118
160 O 7.14 -1.01 0.23  C162 1.407, C253 1.412
161 H -5.40 -1.02 -0.40  C182 1.154
162 C 6.34 -2.15 0.43  H90 1.167, H136 1.099, O160 1.407, H261 1.055
163 H 5.06 2.81 6.99  C27 1.077
164 H -6.17 4.53 6.28  C242 1.094
165 H -2.75 -6.18 1.11  C257 1.073
166 C 3.53 -0.67 5.48  C1 1.578, C7 1.527, H111 1.095, H273 1.061
167 H -2.14 1.95 -6.39  C4 1.082
168 C 4.22 6.70 -1.64  H39 1.122, H52 1.103, H269 1.113, C274 1.544
169 H -4.04 1.23 -0.45  C93 1.141
170 H -5.59 5.24 4.79  C242 1.131
171 C 3.99 -5.59 0.73  C81 1.561, H120 1.138, C154 1.505, N238 1.477
172 N -3.45 3.29 4.56  O106 1.469, C137 1.478, C256 1.462
173 C 2.18 1.23 6.29  C7 1.503, C9 1.558, H219 1.056, H220 1.112
174 H 6.62 0.81 6.22  C121 1.090
175 H -2.56 -4.95 -6.97  C46 1.103
176 H 5.21 -5.68 2.40  N238 0.995
177 H -3.53 0.44 -6.61  C236 1.101
178 H -3.80 -0.37 -8.16  C236 1.107
179 N -2.00 -4.71 2.18  H128 1.035, C257 1.410, H267 1.028
180 H 2.19 -4.29 0.59  C154 1.088
181 H 2.71 -0.75 -7.86  N237 1.017
182 C -6.50 -0.71 -0.22  H18 1.087, C147 1.512, H157 1.112, H161 1.154
183 H 7.05 2.75 -1.46  C133 1.109
184 H 0.00 -4.29 4.67  C281 1.087
185 H 5.57 2.71 -0.41  C133 1.073
186 H 5.40 -0.06 -0.08  C253 1.112
187 C 2.35 -0.69 -0.52  H23 1.097, C30 1.528, C141 1.563, H211 1.080
188 H 5.36 0.37 7.36  C121 1.095
189 H -6.15 -2.40 4.71  C197 1.088
190 H -1.25 -3.53 -5.39  C207 1.117
191 H -2.38 0.04 -4.39  O235 1.001
192 H 1.60 3.83 -3.47  C97 1.078
193 O -0.45 3.72 -3.04  C77 1.437, C97 1.436
194 H -2.13 3.22 -4.05  C77 1.091
195 C -3.01 -4.17 0.18  H15 1.111, H138 1.162, H251 1.060, C257 1.533
196 H 1.66 -0.92 1.44  C30 1.081
197 C -5.55 -1.57 4.34  H32 1.096, H58 1.098, H189 1.088, C285 1.553
198 H -5.37 1.71 0.71  C93 1.097
199 H -1.25 3.94 7.17  C99 1.102
200 H -3.09 -1.37 1.81  C20 1.110
201 N 0.85 1.23 -0.71  O16 1.445, C141 1.480, C228 1.520
202 H -3.04 6.08 4.79  C118 1.098
203 H -5.67 3.21 -3.42  C224 1.076
204 N -6.04 0.87 -2.14  O65 1.402, C132 1.448, C147 1.485
205 H -6.73 2.65 4.35  C244 1.086
206 H -5.26 -2.46 2.36  C285 1.105
207 C -2.25 -3.90 -5.08  H24 1.109, C46 1.484, C53 1.535, H190 1.117
208 H -0.46 -6.49 0.83  C230 1.155
209 C -3.65 -1.66 -6.41  C60 1.590, N89 1.480, C94 1.556, C236 1.515
210 H -1.76 -3.01 -2.30  C102 1.063
211 H 3.37 -1.00 -0.31  C187 1.080
212 H 4.08 0.89 -1.65  C232 1.093
213 H 3.02 -3.57 -3.15  C80 1.088
214 H -8.97 0.01 -0.80  C110 1.057
215 H 6.46 6.13 -4.16  C49 1.073
216 H -4.77 3.91 -2.08  C224 1.047
217 O -1.15 -1.65 7.23  C25 1.404, C249 1.407
218 H 1.59 0.13 -5.78  C43 1.099
219 H 1.66 1.69 7.08  C173 1.056
220 H 1.43 1.23 5.47  C173 1.112
221 H -4.41 -2.39 -2.77  C277 1.088
222 H -5.51 -2.66 -6.12  C94 1.055
223 H -1.13 4.36 -4.93  C77 1.121
224 C -5.09 3.03 -2.53  H5 1.099, C132 1.568, H203 1.076, H216 1.047
225 H -0.28 -6.04 -3.06  C21 1.112
226 H -6.90 3.72 -0.60  C87 1.062
227 H -2.13 -2.78 -7.63  C60 1.139
228 C -0.25 0.68 0.19  C12 1.505, C76 1.574, N201 1.520, C268 1.518
229 H 2.73 -5.01 -0.85  C154 1.134
230 C -0.96 -5.67 0.19  H208 1.155, H255 1.067, C257 1.498, O280 1.389
231 H 2.27 3.38 4.22  C135 1.064
232 C 3.10 1.35 -1.80  H95 1.127, C141 1.553, H212 1.093, H272 1.126
233 H -0.28 0.19 -4.84  N241 1.041
234 N 4.22 1.60 4.87  C1 1.467, C9 1.488, O10 1.395
235 O -3.28 -0.37 -4.55  N89 1.418, H191 1.001
236 C -3.24 -0.43 -7.21  H177 1.101, H178 1.107, C209 1.515, H286 1.074
237 N 2.85 -1.14 -6.93  C43 1.493, H104 1.021, H181 1.017
238 N 4.65 -5.02 1.92  H11 1.003, C171 1.477, H176 0.995
239 H 6.48 -0.02 -1.50  C253 1.101
240 H 3.03 -1.23 -4.29  C14 1.112
241 N -0.54 1.01 -4.26  H38 1.057, C131 1.476, H233 1.041
242 C -5.26 4.62 5.68  C19 1.515, H164 1.094, H170 1.131, C256 1.563
243 H 6.38 6.23 -1.76  C274 1.114
244 C -5.69 2.73 4.04  H70 1.077, H85 1.102, H205 1.086, C256 1.492
245 C 6.19 0.34 -4.64  H44 1.108, H63 1.117, C88 1.493, H254 1.118
246 H 6.44 -7.54 -1.58  C139 1.108
247 H -1.94 -2.76 5.10  C33 1.079
248 H 1.97 -0.83 6.97  C7 1.073
249 C -1.23 -0.69 8.25  H83 1.102, H98 1.108, O217 1.407, H258 1.063
250 N -0.79 -1.94 3.49  C33 1.510, H260 1.020, H287 1.034
251 H -3.95 -4.08 0.66  C195 1.060
252 H 5.04 -8.12 -2.65  C139 1.083
253 C 6.46 0.06 -0.40  C51 1.516, O160 1.412, H186 1.112, H239 1.101
254 H 5.38 -0.36 -4.32  C245 1.118
255 H -0.33 -4.81 0.19  C230 1.067
256 C -4.80 3.22 5.13  C153 1.588, N172 1.462, C242 1.563, C244 1.492
257 C -2.22 -5.27 0.90  H165 1.073, N179 1.410, C195 1.533, C230 1.498
258 H -1.37 -1.27 9.13  C249 1.063
259 H 8.91 0.33 0.34  N2 1.004
260 H -1.51 -1.22 3.42  N250 1.020
261 H 6.26 -2.66 -0.49  C162 1.055
262 H 5.77 4.12 -1.96  O150 0.939
263 C -1.22 4.19 4.33  H42 1.087, H78 1.074, C137 1.547, H265 1.079
264 H -7.82 1.70 0.62  C270 1.091
265 H -0.84 3.20 4.13  C263 1.079
266 H -0.65 -1.26 1.06  C12 1.079
267 H -1.57 -3.78 2.09  N179 1.028
268 C -0.32 1.42 1.52  H35 1.103, H45 1.111, H122 1.098, C228 1.518
269 H 4.21 7.81 -1.72  C168 1.113
270 C -8.12 1.96 -0.39  H13 1.087, C87 1.489, C110 1.526, H264 1.091
271 H -0.66 1.42 -7.07  C4 1.101
272 H 3.20 2.47 -1.84  C232 1.126
273 H 2.95 -0.67 4.60  C166 1.061
274 C 5.44 6.05 -2.32  C49 1.511, O150 1.472, C168 1.544, H243 1.114
275 H -3.95 -4.68 -6.02  C46 1.054
276 O -3.86 -3.09 3.73  H130 1.002, C285 1.404
277 C -4.27 -3.12 -3.57  C53 1.568, H55 1.120, H68 1.068, H221 1.088
278 H 1.80 -4.67 -3.82  C80 1.112
279 H 6.20 -0.88 6.37  C121 1.123
280 O -1.15 -6.10 -1.12  C21 1.455, C230 1.389
281 C -0.01 -3.43 5.34  C33 1.514, H124 1.066, H184 1.087, H282 1.105
282 H -0.23 -3.77 6.37  C281 1.105
283 H -0.99 -2.03 -3.51  C102 1.095
284 H 6.76 1.34 1.18  C51 1.109
285 C -4.64 -2.06 3.19  C20 1.509, C197 1.553, H206 1.105, O276 1.404
286 H -2.18 -0.31 -7.33  C236 1.074
287 H 0.14 -1.47 3.48  N250 1.034
288 H 3.38 4.33 5.35  C135 1.109

The value obtained for the maximum force is 3.27 eV/Å. The calculation puts the LUMO energy at 0.553 eV. The HOMO-LUMO gap comes out at 8.794 eV. For the energy above the lowest of the compared OMol25 structures with the same formula, charge and spin, the calculation gives 172.1 kJ/mol. For the energy, the calculation gives -128931.8173 eV.